No. 1
Formula: C35H69FNO9P
Source: the OMol25 dataset
Level of theory: wB97M-V/def2-TZVPD

Geometry as XYZ:
```
116
Properties=species:S:1:pos:R:3:lowdin_charge:R:1
H -0.101 -2.671 1.748 0.1092
H -1.801 -1.678 -4.563 0.1168
C -1.925 3.594 -5.070 -0.1593
O 6.021 2.243 -1.500 -0.3456
H -0.134 5.748 -5.553 0.1155
H -1.424 -2.940 7.907 0.1115
C -1.040 8.415 -0.956 -0.2125
H -1.811 -2.242 5.590 0.1157
H -1.088 -7.489 3.525 0.1221
H -2.964 9.450 -1.044 0.1111
H 3.724 0.461 -1.503 0.1177
C -2.075 -5.538 0.585 -0.1952
C 2.685 -3.054 2.169 -0.1550
H -1.531 10.434 -2.772 0.1126
H 1.286 5.066 -2.831 0.1100
H 5.934 4.612 -0.134 0.0390
O 0.276 8.901 -1.230 -0.1596
C 1.388 5.631 -0.815 -0.1925
H 1.826 -2.037 -2.503 0.1178
O 0.422 3.843 -4.977 -0.1571
C -0.831 -1.997 6.006 -0.1609
H -0.795 -0.923 6.185 0.1134
H -1.941 -1.148 -2.875 0.1124
C -2.702 -8.690 5.533 -0.1666
H 3.659 -3.525 2.295 0.1150
H -0.611 2.937 -3.443 0.1141
H -1.863 -5.938 3.897 0.1100
C -0.227 -2.430 -3.210 -0.1551
C -3.091 -6.212 -0.325 -0.1579
H 0.645 10.856 -0.680 0.1177
C 0.864 -0.360 -3.516 -0.1994
C -1.916 -7.015 4.064 -0.2144
H 2.085 -4.517 0.689 0.1150
C -0.133 -4.164 6.636 -0.2036
C 3.316 1.382 -1.086 -0.1933
H -2.711 2.852 -5.202 0.1129
H -4.205 -5.248 -1.968 0.1112
C 0.229 10.298 -1.525 -0.2032
H -2.165 -5.835 1.628 0.0924
O 0.517 -3.841 5.406 -0.1468
H -0.482 1.977 -4.924 0.1064
H -4.117 -9.272 3.959 0.1164
H -4.028 -6.372 0.211 0.1166
H -2.744 -7.174 -0.701 0.1132
O 0.676 2.999 0.220 0.0951
H 3.435 -2.058 0.390 0.1174
H 3.345 2.195 -3.102 0.0984
H -2.804 -3.020 -1.172 0.1019
H -0.667 -3.150 -2.519 0.0910
H -1.005 7.790 -0.064 0.1171
H -1.001 -4.800 6.426 0.0955
H -1.370 7.797 -1.800 0.1179
H -4.629 -7.882 4.933 0.1171
H 2.332 -2.739 3.152 0.0935
H -1.878 10.012 0.232 0.1141
H 0.562 -4.726 7.262 0.1193
C -1.234 -1.382 -3.679 -0.1957
C 1.947 4.845 -1.983 -0.1161
H 0.107 -3.271 0.103 0.1017
H 1.528 -0.523 -4.374 0.1241
C -1.922 9.646 -0.796 -0.1686
H -4.184 -3.586 -0.214 0.1190
H -3.129 -8.945 6.502 0.1111
C -0.065 4.738 -5.976 -0.2054
H -1.048 -5.741 0.253 0.1181
C 0.855 -1.549 -2.579 -0.1657
C 0.273 -2.472 5.072 -0.2084
P 5.022 3.475 -1.991 0.8797
H -0.887 -7.501 5.931 0.1139
O -0.479 -0.207 -3.976 -0.1542
O -3.151 -7.506 3.541 -0.1486
H 0.644 4.761 -6.804 0.1164
H 2.982 -0.930 1.685 0.1157
H -1.348 3.454 -7.150 0.1134
C 2.723 -1.876 1.204 -0.2017
H -2.414 -6.631 6.131 0.1050
C -1.241 10.636 -1.739 -0.1703
H 1.610 0.632 -0.037 0.1212
H 3.865 1.621 -0.162 0.1004
C -3.200 -3.865 -0.604 -0.1983
C -0.560 -2.838 7.252 -0.1644
H -2.295 4.370 -4.396 0.1129
C -3.272 -5.154 -1.414 -0.1644
C -0.638 2.984 -4.533 -0.1987
C 1.419 2.590 -0.643 -0.4246
H -0.003 -2.416 4.018 0.1024
H 0.181 -2.978 -4.062 0.1143
C -1.898 -7.391 5.540 -0.1779
H -2.073 -9.521 5.207 0.1139
H 0.847 10.490 -2.403 0.1167
H 1.164 0.556 -3.009 0.0908
H 5.852 1.964 -0.593 0.0348
C -3.765 -8.385 4.485 -0.2040
H 1.339 6.692 -1.074 0.1021
H -2.445 -5.201 -2.127 0.1065
C 4.898 4.386 -0.412 -0.2796
H -2.091 5.008 -6.753 0.1094
H 1.195 -1.899 5.222 0.1182
H 1.395 2.916 -2.663 0.1078
O 1.406 -1.771 0.661 -0.1714
H 0.392 5.276 -0.542 0.1117
F 2.197 5.511 0.320 -0.0630
H -1.467 11.678 -1.518 0.1103
C 2.018 3.311 -1.853 -0.1911
C 0.642 -2.934 0.990 -0.1949
N 1.895 1.288 -0.755 0.0693
C 3.382 2.570 -2.075 -0.3725
C -1.441 4.220 -6.377 -0.1682
H 0.565 -1.225 -1.579 0.0948
H 4.425 3.839 0.411 0.0481
O -2.324 -4.135 0.490 -0.1542
H 4.378 5.336 -0.539 0.0251
H 0.259 -2.406 7.830 0.1137
H 2.920 5.256 -2.272 0.0951
H 1.187 -4.664 2.208 0.1113
C 1.641 -3.956 1.515 -0.1531
```

Properties
SMILES = CP(O)[C@H]1CNC(=O)[C@H]1CCF.C1CCOC1.C1CCOC1.C1CCOC1.C1CCOC1.C1CCOC1.C1CCOC1.C1CCOC1
Relative energy (zero: lowest compared OMol25 entry of this formula, charge and spin) = 0.0 kcal/mol
Charge = 0
DFT total energy = -2548.042676 a.u.


No. 2
Formula: C35H70O10
Source: the OMol25 dataset
Level of theory: wB97M-V/def2-TZVPD

Geometry as XYZ:
```
115
Properties=species:S:1:pos:R:3:lowdin_charge:R:1
C -2.019 -3.381 4.434 -0.2237
H 3.576 5.101 -3.231 0.0673
H 2.984 -5.290 5.187 0.1253
H -2.033 7.495 1.726 0.0772
H 3.373 -6.427 3.902 0.1152
H -0.516 3.121 -0.679 0.0665
O 1.577 0.284 3.363 0.0054
C 3.371 3.494 -7.493 -0.2871
H -1.634 3.347 3.939 0.0891
C 1.395 4.681 -9.380 -0.0807
C 1.407 -3.948 3.718 -0.0835
H -2.225 4.901 -0.969 0.1096
C 2.562 -6.054 4.529 -0.2268
C 2.993 2.023 -7.467 -0.0704
H -0.848 -1.574 -0.587 0.0687
H 2.407 2.866 -9.965 0.1068
H -1.855 5.072 2.205 0.0934
O -4.837 -4.377 0.693 -0.1637
C 1.568 -1.050 3.474 -0.1394
C 2.652 3.911 -9.747 -0.2822
C 0.593 -1.726 4.384 -0.2391
C -2.404 4.073 -0.273 -0.2720
H -3.236 7.185 0.464 0.0820
H -4.333 -5.824 1.967 0.0958
H -2.330 -5.384 3.657 0.0703
O -0.114 -1.067 5.115 0.1344
H 4.559 2.436 -2.544 0.0699
H -0.612 -4.838 5.219 0.1028
H 0.883 -0.003 -2.575 0.1107
C 1.455 -5.446 3.649 -0.1051
C -2.167 2.092 5.600 -0.1064
C -2.367 6.773 0.980 -0.0777
H -1.563 6.655 0.253 0.0650
H -3.295 -5.018 5.087 0.0795
H -0.467 4.202 0.713 0.0693
C 2.808 5.291 -2.480 -0.0719
C 2.425 4.032 -1.723 -0.2782
H -0.469 0.241 2.964 0.1240
H 4.279 3.651 -6.909 0.1179
O 3.446 -1.205 2.078 -0.0019
H -1.986 1.076 5.955 0.0678
H 0.605 2.821 4.140 0.1156
H 2.901 3.219 -4.300 0.0981
H -0.404 -2.155 -2.206 0.0809
H 3.293 3.629 -1.190 0.1101
H 3.888 -2.275 0.356 0.1287
H 1.461 -2.434 0.335 0.1356
H 1.629 5.731 -9.194 0.0812
H -2.042 1.704 3.492 0.1039
C 0.698 -0.406 -1.579 -0.2717
O 1.867 -1.108 -1.195 -0.1396
H -1.761 2.786 6.340 0.0754
C -2.723 5.463 1.660 -0.2868
C -2.897 -4.597 4.161 -0.1039
H -3.511 5.629 2.395 0.1200
C -2.994 -5.966 0.299 -0.0755
H 3.809 -0.508 0.210 0.1303
C 3.860 1.756 -3.031 -0.0608
H -2.558 -2.659 5.047 0.1083
C 0.332 0.966 3.123 -0.1772
O 3.685 3.992 -8.781 -0.1588
C -0.019 1.929 4.240 -0.1719
H 0.507 -5.883 3.954 0.1049
H -3.246 2.247 5.551 0.0692
H -5.095 -6.431 0.509 0.1097
H 1.937 5.715 -2.983 0.0812
C -1.086 3.475 0.183 -0.0746
H 3.581 0.978 -2.318 0.0688
C -4.370 -5.701 0.886 -0.2846
C -4.978 -3.956 -0.653 -0.2823
H -5.334 -2.928 -0.582 0.1181
C 0.496 -3.221 4.374 -0.0851
H 3.789 1.411 -7.893 0.0843
H 3.091 4.331 -10.653 0.1182
H 0.552 0.459 -0.917 0.1128
H -6.061 -4.360 -2.463 0.0767
H -0.667 -3.340 6.134 0.1232
C 2.623 2.473 -3.545 -0.2849
H -2.985 -5.883 -0.789 0.0664
H 1.292 -0.717 0.751 0.1232
O 1.817 3.036 -2.525 -0.1697
H 1.632 -5.727 2.610 0.1234
H 3.203 6.033 -1.786 0.0777
H 2.325 -7.061 6.198 0.0796
H -1.808 -2.887 3.481 0.1094
H -6.940 -4.794 -0.988 0.0815
O 3.404 -3.910 2.462 0.1404
H -2.983 3.323 -0.814 0.1197
H -3.743 -4.327 3.528 0.0622
C 2.488 -1.785 2.837 -0.1642
H -2.266 -5.259 0.701 0.0751
O -3.250 4.480 0.788 -0.1573
H 2.583 4.096 -7.026 0.1050
H -1.265 2.633 0.853 0.0674
H 1.676 4.265 -0.966 0.1019
C -5.959 -4.786 -1.464 -0.0791
H 0.490 1.502 2.184 0.1182
H 2.829 1.708 -6.435 0.0558
C -0.686 -3.756 5.126 -0.1309
H -1.383 -0.689 -2.008 0.0773
C -0.554 -1.265 -1.592 -0.0705
C 1.891 -1.437 0.179 -0.1883
H 0.259 1.456 5.183 0.1063
H -4.003 -3.925 -1.153 0.1051
C 2.516 -3.263 2.979 -0.2547
H 0.678 4.625 -10.199 0.0764
H -5.627 -5.819 -1.579 0.0659
H 1.971 1.752 -4.042 0.1064
H 2.075 1.822 -8.020 0.0694
H -2.673 -6.977 0.555 0.0787
C -1.512 2.304 4.238 -0.2481
H 0.910 4.277 -8.490 0.0654
H 4.387 1.286 -3.864 0.0778
O 2.014 -7.127 5.294 -0.0654
C 3.336 -1.382 0.656 -0.1086
```

Properties
SMILES = CCCCOC1=C(OCCOCC)C(=O)C(CCO)=C(CCC)C1=O.CCOCC.CCOCC.CCOCC.CCOCC
Charge = 0
DFT total energy = -2127.840469 a.u.


No. 3
Formula: C35H71N2O6S
Source: the OMol25 dataset
Level of theory: wB97M-V/def2-TZVPD

Geometry as XYZ:
```
115
Properties=species:S:1:pos:R:3:lowdin_spin:R:1
C -7.637 2.524 0.502 0.0275
H -8.444 3.925 1.928 0.0024
C 5.191 -4.770 2.404 0.0277
H -3.008 -1.060 -0.632 0.0000
H 8.186 -5.089 -0.159 0.0014
C 3.086 -0.249 -0.441 0.0000
O 1.935 1.674 1.822 0.0000
H 2.223 -2.216 -3.199 0.0000
C 5.677 -6.148 1.954 0.0159
H 0.955 1.446 -1.296 0.0000
H -0.707 -1.216 -3.276 0.0000
H -1.494 -3.288 -1.454 0.0000
H -5.472 6.017 -1.762 -0.0004
H 3.169 2.622 0.459 0.0000
C -7.753 5.366 -0.351 0.0148
H 2.226 -1.194 1.948 0.0000
H 1.425 -1.193 3.469 0.0000
C 0.681 -1.959 -1.855 0.0000
H -9.256 1.539 -0.607 -0.0003
O -1.653 4.001 -2.676 0.0000
O 4.471 -3.857 0.470 0.5326
C -6.650 4.449 -0.870 0.0273
H 1.566 1.096 3.784 0.0000
H -9.757 5.297 0.431 0.0007
H 2.755 3.794 -1.857 0.0000
H -2.971 1.405 -2.598 0.0000
C 7.079 -6.143 1.359 0.0008
H 7.705 -2.736 -0.998 -0.0003
C 3.197 -1.187 -1.658 0.0004
C 2.027 0.715 2.884 0.0000
H 3.127 -5.318 1.947 -0.0005
O -3.101 2.358 -2.722 0.0005
H -6.925 4.848 -2.981 -0.0004
H -7.851 1.852 -1.609 0.0007
H 7.821 -5.928 2.133 0.0003
H -5.050 5.712 -0.096 -0.0006
C -7.015 4.004 -2.300 0.0023
O -2.818 -2.038 -2.414 0.0000
C -1.683 -2.879 -2.437 0.0000
C -0.390 -2.190 -2.932 0.0000
H 2.941 2.211 -2.498 0.0000
C 4.103 0.917 -0.547 0.0001
H 0.440 2.863 2.476 0.0000
C 2.659 2.751 -1.609 0.0000
H 7.510 -2.195 2.004 0.0015
H -6.338 3.224 -2.652 0.0013
H -9.507 4.212 -0.916 0.0003
H 5.165 -3.874 4.401 0.0002
H 1.724 -0.576 -3.126 0.0000
C -8.168 1.581 -0.608 0.0020
C -7.293 1.601 1.661 -0.0009
H 6.055 -3.186 -1.354 -0.0005
C 6.708 -2.810 -0.569 -0.0008
H -1.030 4.679 -0.600 0.0000
H 3.077 0.617 3.083 0.0001
C -9.036 4.609 -0.013 0.0008
H 4.986 -6.546 1.204 0.0026
H 4.814 0.820 0.252 0.0001
C -1.804 2.682 -0.710 -0.0001
H -7.406 5.890 0.545 0.0023
H -7.800 0.566 -0.462 0.0001
H -0.137 1.516 1.527 0.0000
N -6.428 3.270 0.033 0.3714
H -2.730 2.596 -0.167 0.0000
H 0.846 -2.903 -1.357 0.0000
S 0.750 3.343 0.217 0.0000
H 0.581 -0.635 2.053 0.0000
N 5.402 -3.734 1.341 0.3684
C 1.940 -1.437 -2.508 0.0000
O -5.733 3.641 1.047 0.5305
C -8.737 3.480 0.972 0.0164
H -7.033 2.147 2.565 -0.0005
H 6.671 -3.617 3.601 0.0007
H -7.959 6.136 -1.096 0.0014
C -5.359 5.229 -1.021 -0.0011
H 6.538 -5.467 -0.606 0.0024
C 7.165 -5.127 0.224 0.0146
H 2.073 0.055 -0.284 0.0000
C 0.684 2.216 1.640 0.0000
H -1.363 1.703 -0.648 0.0000
H 0.249 -1.303 -1.113 0.0000
H -4.551 4.574 -1.354 0.0001
C -3.451 -1.872 -1.172 0.0000
H 6.303 -5.206 4.246 -0.0003
C 7.839 -3.130 1.549 0.0021
H 3.549 -2.144 -1.319 0.0000
H 8.167 -3.804 2.337 0.0000
H 3.341 -0.825 0.428 0.0000
H -4.481 -1.615 -1.339 0.0000
H 0.600 2.926 -2.057 0.0000
H -9.645 2.910 1.170 0.0015
H 5.635 -6.835 2.799 0.0013
C 3.599 2.355 -0.491 0.0000
H -3.436 -2.770 -0.576 0.0000
H -1.370 3.866 0.942 0.0000
H 4.473 2.976 -0.586 0.0000
H -1.859 -3.716 -3.091 0.0000
C 6.739 -3.724 0.648 0.0278
H -8.038 3.648 -2.396 0.0000
C 5.879 -4.347 3.726 0.0018
C -0.981 3.759 -0.053 0.0000
H 3.292 -3.922 3.019 0.0003
C 1.223 2.481 -1.296 0.0000
H -6.461 0.943 1.405 0.0003
H 3.616 -5.551 3.620 -0.0003
H 4.611 0.825 -1.489 0.0000
H 3.935 -0.811 -2.345 0.0000
C -2.155 3.067 -2.113 0.0001
H -8.160 0.981 1.886 -0.0003
C 1.521 -0.651 2.545 0.0000
C 3.716 -4.893 2.757 -0.0008
H 8.723 -2.912 0.954 -0.0004
H 6.379 -1.803 -0.303 0.0003
H 0.035 -2.774 -3.725 0.0000
H 7.316 -7.137 0.977 0.0007
```

Properties
Spin multiplicity = 3
Charge = +1
DFT total energy = -2334.892921 a.u.
⟨S²⟩ = 2.008


No. 4
Formula: C35H71N4O11Si
Source: the OMol25 dataset
Level of theory: wB97M-V/def2-TZVPD

Geometry as XYZ:
```
122
Properties=species:S:1:pos:R:3:lowdin_charge:R:1
H 7.151 -4.589 -7.222 0.0884
H -0.072 1.057 -1.869 0.0674
H 1.823 0.535 9.134 0.0875
H 2.516 -5.255 -1.853 0.0845
C 3.322 2.105 -5.821 -0.0406
H -4.521 3.895 11.632 0.0841
H -2.186 -3.106 -0.907 0.0626
H 1.012 -3.044 5.363 0.0822
C 0.583 -0.414 -13.823 -0.0202
H -0.003 4.114 3.750 0.1126
H 0.187 1.231 9.166 0.0824
O 3.058 -3.429 3.081 0.0498
H 2.715 4.605 -10.587 0.0872
H -1.467 0.430 -3.070 0.0689
H 3.712 1.544 -6.674 0.0845
C -0.634 1.877 4.286 -0.2694
N -2.870 -0.227 0.503 -0.1958
H -5.378 0.915 8.070 0.0760
C -8.339 1.944 6.537 -0.0186
C 2.086 -3.216 5.251 -0.0272
H 2.760 -0.975 2.663 0.0851
C 2.378 -1.215 3.661 -0.0382
H -1.843 -2.399 -2.718 0.0652
C 1.179 2.208 -10.539 -0.0413
H 3.368 -4.857 -3.361 0.0811
H -3.541 0.871 5.785 0.1436
H -0.270 -1.938 0.904 0.0622
H 1.857 2.189 -11.395 0.0868
C 0.592 -0.146 10.747 -0.4835
H -2.828 3.354 11.673 0.0886
H 2.653 -1.127 -2.918 0.0574
H 4.749 -3.650 -7.978 0.0885
C -3.445 0.577 11.548 -0.0144
Si -1.660 -0.629 -0.766 0.5400
H 2.636 -2.728 6.059 0.0840
C -6.398 1.315 8.104 -0.0397
C 0.769 0.317 9.325 -0.0252
H 1.017 -0.269 -14.815 0.0890
H 0.981 -2.242 10.558 0.0871
H -4.992 1.551 4.042 0.1082
C 3.258 -2.037 -2.980 -0.0203
H 3.454 -2.256 -4.032 0.0708
C -4.250 1.813 11.248 -0.4631
C -2.857 1.042 4.831 -0.1500
C 4.418 -3.835 -6.953 -0.0241
H -9.047 1.296 7.059 0.0918
H 1.097 -1.611 12.216 0.0878
O 0.268 0.888 4.193 -0.0170
H 4.196 -1.871 -2.444 0.0979
H -8.398 2.964 6.926 0.0908
O -0.503 1.392 -12.700 0.0368
H 3.684 -3.070 -6.679 0.0803
H -2.188 -0.497 -14.471 0.0875
H 4.110 -4.472 -1.773 0.0928
C 5.593 -3.758 -6.015 -0.4897
C 2.000 4.521 -9.765 -0.0225
C -3.877 1.730 3.697 -0.0453
N -2.457 0.752 1.394 0.1453
C 1.755 3.070 -9.447 -0.4711
C 0.003 -1.041 0.194 -0.1957
H -1.853 1.792 -1.818 0.0438
N -4.665 -0.211 1.805 0.0947
H 7.496 -4.562 -5.479 0.0866
H 5.655 0.674 -5.033 0.0879
H 2.941 -0.637 4.398 0.0898
H 0.213 -1.436 -13.714 0.0883
H -2.403 0.733 11.259 0.0578
H 2.230 2.142 -5.895 0.0752
H 2.396 -1.255 11.056 0.0884
H -3.939 2.960 13.027 0.0898
H -3.536 -2.102 -1.763 0.0439
H 0.129 2.796 2.328 0.0983
H 5.651 2.258 -4.189 0.0862
H -1.619 3.388 2.886 0.0772
C 2.553 -2.687 3.922 -0.4910
O -5.197 1.783 10.463 0.0193
C 1.318 -1.397 11.165 -0.0226
H -1.571 1.310 1.455 0.1553
H 1.056 1.185 -10.166 0.0871
H 2.275 -4.294 5.299 0.0858
H -1.385 0.671 -15.572 0.0882
H 5.314 0.762 -3.290 0.0807
H 0.408 -0.451 8.637 0.0833
H -3.846 -0.266 10.974 0.0856
C -6.940 1.413 6.703 -0.4644
H 3.946 -4.817 -6.878 0.0877
C -3.852 3.086 11.945 -0.0177
O 2.862 1.003 -3.753 0.0183
H -8.598 1.959 5.473 0.0841
C -3.652 0.801 2.324 -0.0445
H -7.019 0.638 8.696 0.0986
O -1.758 1.931 5.238 -0.0976
O -6.267 1.074 5.732 0.0104
H 0.200 2.592 -10.837 0.0748
O 2.016 2.607 -8.338 0.0314
C 5.182 1.273 -4.250 -0.0196
O 5.631 -2.928 -5.107 0.0358
H -3.513 0.339 12.613 0.0946
C 3.176 -4.528 -2.337 -0.0148
H 0.208 -0.066 0.849 0.0351
H 3.708 3.127 -5.830 0.0911
O -0.118 0.474 11.537 0.0369
C 3.712 1.422 -4.537 -0.4787
N -4.119 -0.828 0.660 0.1199
O 1.386 -3.018 -1.868 0.0136
H 1.362 -0.241 -13.072 0.0798
C 6.718 -4.734 -6.229 -0.0237
H -6.370 2.306 8.562 0.0836
H 1.057 5.007 -10.029 0.0877
H 2.417 5.020 -8.885 0.0822
H 6.348 -5.757 -6.121 0.0878
H -2.519 -0.023 4.464 0.1466
H -3.654 2.866 3.513 0.1271
C 2.506 -3.180 -2.351 -0.4683
C -1.230 0.812 -1.969 -0.2070
C -0.505 3.182 3.250 -0.0040
H 1.318 -0.953 3.702 0.0459
C -1.716 0.486 -14.547 -0.0238
H -2.451 1.250 -14.272 0.0858
H 0.892 -1.294 -0.538 0.0526
C -0.542 0.563 -13.608 -0.4751
C -2.360 -2.221 -1.680 -0.2058
```

Properties
Charge = +1
DFT total energy = -2711.873896 a.u.